No. 1
# C41H51N5O3V

A molecular structure, C41H51N5O3V at a distorted geometry (wB97M-V/def2-TZVPD, the OMol25 dataset).

```
101
Properties=species:S:1:pos:R:3:lowdin_charge:R:1
V -0.04061 -0.12258 -0.09617 1.020
C -3.30743 4.19109 1.26117 -0.035
C -3.13599 2.66559 1.21772 -0.366
C -4.25517 2.01364 2.04565 -0.052
C -3.14649 2.12128 -0.19895 -0.112
C -4.30048 2.21524 -0.95711 0.010
C -4.37681 1.68589 -2.24090 0.004
C -3.29736 1.02744 -2.81033 0.001
C -2.11173 0.92401 -2.10969 -0.131
C -0.89194 0.29685 -2.76127 -0.372
C -1.23911 -0.96425 -3.55001 -0.027
C -0.11707 1.32420 -3.58387 0.000
C -2.03712 1.49326 -0.81482 -0.149
N -0.72672 1.56989 -0.25751 -0.049
C -0.03064 2.77947 -0.10743 -0.384
O -0.43490 3.87885 -0.30500 0.193
C 1.36721 2.41296 0.27857 -0.118
C 2.42203 3.25644 0.52899 0.073
C 3.67236 2.68845 0.75724 0.039
C 3.82426 1.30558 0.72496 0.057
C 2.71294 0.53885 0.47682 -0.167
N 1.51654 1.08466 0.25257 0.064
C 2.65065 -0.94450 0.31715 -0.439
O 3.51205 -1.69645 0.64802 0.165
N 1.40432 -1.29223 -0.25302 -0.021
C 1.41023 -2.50915 -1.08544 -0.122
C 2.34304 -2.55473 -2.14470 -0.121
C 2.51652 -3.76017 -2.81388 -0.006
C 1.76916 -4.87843 -2.49563 -0.022
C 0.81339 -4.79751 -1.50105 -0.009
C 0.61941 -3.62954 -0.77892 -0.138
C -0.45307 -3.64307 0.29360 -0.328
C -1.57561 -2.68009 -0.07627 -0.016
C 0.10427 -3.48550 1.71286 -0.028
C 3.18846 -1.36547 -2.60042 -0.361
C 4.67848 -1.54486 -2.26837 -0.039
C 3.04082 -1.13376 -4.11098 -0.053
H -3.26146 4.53595 2.29612 0.094
H -4.28445 4.47425 0.85905 0.090
H -2.54261 4.70732 0.68882 0.071
H -2.17917 2.40992 1.67541 0.118
H -5.23595 2.34284 1.69625 0.089
H -4.16486 2.31121 3.09371 0.097
H -4.24157 0.92181 1.99086 0.063
H -5.16570 2.72291 -0.54229 0.130
H -5.29766 1.78379 -2.80572 0.129
H -3.38491 0.61343 -3.80873 0.129
H -0.18664 -0.03948 -1.96386 0.068
H -1.69844 -0.68965 -4.50027 0.098
H -1.93881 -1.60130 -3.00898 0.084
H -0.34320 -1.54426 -3.77238 0.083
H -0.73938 1.64255 -4.42144 0.109
H 0.80337 0.90130 -3.98111 0.078
H 0.12757 2.21101 -2.99554 0.090
H 2.25710 4.32655 0.52267 0.147
H 4.53085 3.32289 0.94414 0.138
H 4.78133 0.82385 0.87683 0.147
H 3.25875 -3.82206 -3.60212 0.124
H 1.92676 -5.81113 -3.02478 0.124
H 0.21101 -5.66857 -1.26170 0.127
H -0.91957 -4.62530 0.24693 0.140
H -1.19093 -1.65586 -0.21328 0.012
H -2.35351 -2.62180 0.68535 0.102
H -2.02657 -2.94180 -1.03102 0.104
H 0.75716 -2.62272 1.80216 0.040
H 0.69710 -4.36252 1.96952 0.102
H -0.70245 -3.39753 2.44858 0.093
H 2.82785 -0.46185 -2.10427 0.112
H 5.10667 -2.34242 -2.88222 0.092
H 4.84332 -1.80983 -1.22360 0.069
H 5.23008 -0.62703 -2.49045 0.091
H 3.49875 -1.94743 -4.67757 0.085
H 3.54681 -0.20852 -4.40387 0.094
H 1.99632 -1.07187 -4.41612 0.064
C 3.90215 -0.73062 3.75232 -0.062
C 2.84147 -1.60144 4.41688 -0.188
N 2.16438 -0.92122 5.51925 -0.039
C 2.90570 -0.82515 6.80060 -0.171
C 3.39541 0.57833 7.13484 -0.062
C 0.92538 -0.40268 5.49395 -0.404
O 0.38887 0.10366 6.46843 0.083
C 0.05597 -0.44752 4.23703 -0.048
C -1.30922 -0.57473 4.49662 0.065
C -2.22611 -0.52106 3.46432 0.005
C -1.76179 -0.33281 2.18687 -0.127
N -0.45184 -0.20670 1.90665 -0.015
C 0.44309 -0.25913 2.92932 -0.033
H 4.33092 -1.24683 2.89084 0.069
H 4.70938 -0.50816 4.45384 0.085
H 3.47746 0.22760 3.43143 0.065
H 3.32151 -2.48828 4.82768 0.129
H 2.10887 -1.96760 3.69727 0.096
H 3.75439 -1.50074 6.71518 0.120
H 2.25820 -1.19139 7.59382 0.128
H 3.98756 0.99783 6.31604 0.070
H 4.02875 0.53473 8.02313 0.087
H 2.56043 1.24157 7.34478 0.073
H -1.62203 -0.68913 5.52622 0.143
H -3.28961 -0.60560 3.64835 0.130
H -2.45152 -0.26351 1.35454 0.109
H 1.48039 -0.11201 2.67303 0.102
```

The charge is +2. As for the lowest unoccupied orbital energy (alpha / beta): -8.21 / -7.24 eV. The value obtained for the orbital gap (alpha / beta) is 5.77 / 6.74 eV. Its multiplicity is 2.

---

No. 2
# C41H52BrN12S2Sc

A molecular structure, C41H52BrN12S2Sc (wB97M-V/def2-TZVPD, the OMol25 dataset).

```
109
Properties=species:S:1:pos:R:3:lowdin_charge:R:1
Sc -0.29063 0.40162 0.48490 1.002
C -1.13285 -3.05869 3.44841 0.022
C -1.14229 -1.85321 2.56529 -0.247
N -0.15180 -1.50483 1.82402 -0.030
N 0.97583 -2.30772 1.82332 -0.005
C 2.19274 -1.69126 1.99681 -0.826
N 3.22458 -2.53100 2.11262 0.133
S 2.33338 -0.03817 2.04320 0.748
C -2.30535 -0.93055 2.55520 -0.272
C -3.50422 -1.26390 3.14864 0.020
C -4.53681 -0.32862 3.15043 -0.001
C -4.31171 0.90431 2.58229 0.007
C -3.07606 1.15786 1.99332 -0.093
N -2.09761 0.25628 1.95453 0.009
H -0.15612 -3.17830 3.91917 0.101
H -1.86502 -2.98161 4.24447 0.089
H -1.35534 -3.96427 2.87629 0.118
H 0.85787 -3.27221 2.10056 0.143
H 3.13165 -3.53219 2.06328 0.124
H 4.14491 -2.14316 2.23948 0.117
H -3.65403 -2.23664 3.59120 0.123
H -5.48982 -0.56758 3.60232 0.129
H -5.06764 1.67637 2.57873 0.128
H -2.87759 2.11769 1.53701 0.115
C -6.02110 2.27254 -2.00517 -0.028
C -4.59468 2.28364 -1.53083 -0.237
C -3.95415 3.49180 -1.25959 -0.001
C -2.63378 3.52869 -0.83254 -0.258
C -2.00474 4.84742 -0.47409 -0.025
C -1.96948 2.30478 -0.73952 -0.093
C -2.55238 1.06864 -1.03067 -0.314
C -3.90680 1.08439 -1.38664 0.008
N -1.74680 -0.06965 -0.87493 -0.053
C -2.22560 -1.37578 -1.41235 -0.576
C -1.01862 -2.29291 -1.53110 -0.060
C -2.83059 -1.26982 -2.83147 -0.017
C -3.22807 -2.02443 -0.44901 -0.021
H -6.54816 3.17659 -1.70511 0.084
H -6.56431 1.41037 -1.61900 0.085
H -6.05860 2.21672 -3.09493 0.096
H -4.50337 4.41930 -1.36929 0.125
H -2.71907 5.65603 -0.61378 0.090
H -1.13285 5.07442 -1.09010 0.073
H -1.68812 4.87044 0.56969 0.077
H -0.91353 2.34372 -0.48071 0.047
H -4.43670 0.16623 -1.56914 0.098
H -0.36214 -1.92300 -2.31612 0.074
H -1.33003 -3.30172 -1.80438 0.105
H -0.46211 -2.37562 -0.58875 0.056
H -2.53322 -0.34659 -3.32207 0.066
H -3.91704 -1.31529 -2.83815 0.084
H -2.48103 -2.10137 -3.44409 0.092
H -2.72391 -2.38308 0.45056 0.063
H -3.70543 -2.88785 -0.91575 0.101
H -4.01347 -1.33212 -0.14494 0.081
Br -0.15171 1.26004 4.23992 0.879
C 0.35996 2.63960 3.06415 -0.715
C 0.81661 3.80575 3.66472 -0.081
C 1.20097 4.86165 2.86459 -0.008
C 1.10528 4.72555 1.48733 -0.020
C 0.63440 3.53408 0.98534 -0.173
N 0.27184 2.47690 1.74345 -0.025
H 0.86495 3.86615 4.74173 0.113
H 1.56253 5.77931 3.30860 0.131
H 1.37767 5.52272 0.81117 0.129
H 0.53861 3.41585 -0.08559 0.085
C -1.14729 1.99164 -4.23936 -0.171
N -1.08949 2.73885 -5.49273 -0.076
C -0.75310 4.13119 -5.18452 -0.157
N 0.52670 4.24788 -4.47052 -0.076
C 0.42441 3.46259 -3.24553 -0.190
N 0.11713 2.04899 -3.48580 -0.067
C 1.17126 1.51250 -4.36435 -0.188
N 1.28713 2.24442 -5.62551 -0.084
C -0.00935 2.18034 -6.31089 -0.160
C 1.56919 3.64894 -5.31010 -0.163
H -1.36707 0.94666 -4.46322 0.112
H -1.94813 2.39930 -3.61603 0.121
H -1.54392 4.56238 -4.56673 0.128
H -0.69111 4.69651 -6.11499 0.131
H -0.37442 3.88336 -2.63091 0.095
H 1.37416 3.53165 -2.70207 0.119
H 0.95557 0.46276 -4.57892 0.130
H 2.12810 1.57602 -3.84250 0.096
H -0.23788 1.13793 -6.54139 0.129
H 0.05368 2.73715 -7.24651 0.131
H 1.64535 4.21509 -6.23888 0.132
H 2.52618 3.71194 -4.78490 0.127
S 5.38355 0.49682 -3.45502 1.059
C 3.94668 0.37398 -2.44259 -0.503
C 3.59934 1.44691 -1.62433 -0.067
C 2.44584 1.37427 -0.87698 -0.180
N 1.60055 0.33177 -0.90120 -0.048
C 1.96581 -0.71125 -1.65981 -0.111
C 3.11591 -0.74027 -2.41848 -0.035
C 4.82466 -0.44143 -4.85633 -0.535
C 4.05535 0.15799 -5.83909 -0.077
C 3.62280 -0.62696 -6.90008 -0.118
N 3.91441 -1.91827 -7.03034 0.082
C 4.67872 -2.47315 -6.09031 -0.125
C 5.16017 -1.78345 -4.98843 -0.088
H 4.20894 2.33959 -1.58590 0.123
H 2.19100 2.20047 -0.23174 0.082
H 1.31804 -1.57042 -1.64816 0.082
H 3.32998 -1.61503 -3.01659 0.118
H 3.78400 1.20255 -5.78106 0.096
H 3.00727 -0.19082 -7.67677 0.114
H 4.92044 -3.52097 -6.22188 0.114
H 5.79875 -2.27482 -4.26624 0.111
```

The charge is +2. As for the lowest unoccupied orbital energy: -6.03 eV. The value obtained for the orbital gap is 6.42 eV.

---

No. 3
# C41H52N3OSi

2 unconnected molecules or ions with the total composition C41H52N3OSi at a distorted geometry (wB97M-V/def2-TZVPD, the OMol25 dataset).

```
98
Properties=species:S:1:pos:R:3:lowdin_charge:R:1
C -5.85726 -1.84530 1.16713 -0.143
C -5.61206 -2.24812 -0.29629 -0.145
C -4.14652 -1.88292 -0.59672 -0.141
N -3.76141 -0.96026 0.46002 -0.065
C -2.54745 -0.34458 0.52762 -0.177
C -2.38812 0.80071 1.35476 0.010
C -1.15462 1.39414 1.51545 0.004
C 0.00846 0.86098 0.87659 -0.212
C 1.26381 1.48613 1.04656 0.089
C 2.49581 0.80171 0.79404 -0.233
C 2.70938 -0.47774 1.38899 -0.019
C 3.93448 -1.11310 1.33085 0.003
C 4.98162 -0.55475 0.55192 -0.199
N 6.19509 -1.17538 0.52961 -0.086
C 6.55328 -2.18964 1.50350 -0.156
C 7.96581 -2.65258 1.11616 -0.146
C 8.17280 -2.17017 -0.32984 -0.144
C 7.10764 -1.08672 -0.59179 -0.149
C 4.74569 0.64266 -0.17729 0.008
C 3.55763 1.33589 -0.00322 0.000
C -0.17136 -0.28647 0.02553 0.013
C -1.42022 -0.83063 -0.19375 0.016
C -4.75298 -0.82978 1.50686 -0.147
H -6.84280 -1.40104 1.31942 0.114
H -5.77516 -2.71749 1.82697 0.115
H -5.82160 -3.30374 -0.48662 0.115
H -6.25480 -1.65410 -0.95751 0.115
H -3.50592 -2.78278 -0.60581 0.125
H -4.04858 -1.41120 -1.58806 0.134
H -3.25109 1.20948 1.88110 0.110
H -1.03305 2.24885 2.18948 0.116
H 1.29032 2.54205 1.33172 0.142
H 1.90040 -0.96181 1.93516 0.126
H 4.09701 -2.05579 1.85389 0.106
H 6.49181 -1.80072 2.53627 0.136
H 5.84722 -3.03447 1.43868 0.116
H 8.69956 -2.21094 1.79926 0.113
H 8.02299 -3.74038 1.20001 0.112
H 9.18320 -1.79860 -0.51620 0.113
H 7.98208 -3.00274 -1.01792 0.112
H 6.58095 -1.28073 -1.54345 0.130
H 7.55109 -0.08047 -0.67760 0.121
H 5.52773 1.03070 -0.83378 0.113
H 3.38689 2.26543 -0.54390 0.122
H 0.69726 -0.71685 -0.47906 0.129
H -1.53927 -1.68368 -0.86478 0.113
H -5.15990 0.19396 1.51491 0.124
H -4.32956 -1.00945 2.51022 0.136
C -2.70321 4.91013 1.81537 -0.144
Si -3.82250 5.64532 3.11347 0.414
C -4.10264 7.46968 2.86344 -0.131
C -5.41920 4.68530 3.19776 -0.152
O -2.99995 5.39954 4.54759 -0.167
C -2.80389 6.16999 5.71566 -0.358
C -1.66153 7.19519 5.49838 -0.157
C -0.78205 7.12212 4.41404 -0.035
C 0.21923 8.09339 4.27606 -0.073
C 0.38014 9.09040 5.23958 -0.087
C -0.43854 9.09991 6.37143 -0.067
C -1.44005 8.14030 6.51256 -0.055
C -4.15811 6.76201 6.15254 -0.137
C -4.39735 8.14208 6.16099 -0.044
C -5.67672 8.63617 6.46347 -0.069
C -6.73640 7.75703 6.67736 -0.087
C -6.51621 6.37642 6.63621 -0.067
C -5.23473 5.88738 6.33480 -0.062
C -2.26656 5.20251 6.79453 -0.282
C -0.92296 4.53156 6.42473 -0.112
C -0.94999 3.20096 7.18006 -0.156
C -2.42385 2.93910 7.53726 -0.196
N -3.13133 4.11870 7.08553 -0.037
H -3.17692 5.02531 0.82960 0.042
H -1.72875 5.41376 1.79682 0.029
H -2.52259 3.84234 1.98744 0.000
H -4.34215 7.62549 1.79982 0.039
H -4.93819 7.85240 3.46429 0.037
H -3.21080 8.06686 3.10364 0.041
H -5.87128 4.66303 2.19441 0.035
H -5.23566 3.65021 3.51876 0.035
H -6.14858 5.12483 3.88954 0.026
H -0.86311 6.30498 3.69317 0.098
H 0.85739 8.06137 3.39580 0.101
H 1.12550 9.87086 5.10198 0.102
H -0.30962 9.84760 7.15620 0.108
H -2.09400 8.12978 7.39458 0.124
H -3.59794 8.83582 5.91071 0.108
H -5.82181 9.71913 6.47755 0.108
H -7.74420 8.14323 6.87131 0.107
H -7.32260 5.65496 6.78964 0.107
H -5.07178 4.81753 6.20253 0.106
H -2.12151 5.80568 7.71929 0.159
H -0.91796 4.34800 5.34360 0.109
H -0.08272 5.19330 6.66598 0.122
H -0.54162 2.39455 6.56887 0.099
H -0.36307 3.26784 8.10219 0.106
H -2.82137 2.07326 6.99458 0.101
H -2.56584 2.75314 8.61758 0.112
H -3.96511 4.34654 7.62046 0.112
```

The charge is +1. As for the lowest unoccupied orbital energy: -4.42 eV. The value obtained for the orbital gap is 5.28 eV.